# 1
Molecular formula: C10H17FN2P
Method: DFT, ωB97M-V/def2-TZVPD

Cartesian coordinates (Å):
C  3.096  2.045  1.936
C  2.761  2.390  0.655
C  2.317  1.129  2.649
C  1.604  1.857  0.014
C  1.267  0.521  2.049
C  0.890  0.835  0.705
C  -0.795  -2.945  -2.503
C  0.116  -1.064  -3.715
C  -2.593  -0.961  1.466
C  -2.126  1.513  1.214
N  -0.663  -1.587  -2.687
N  -1.806  0.123  0.851
F  0.092  -1.550  0.412
P  -0.439  -0.098  -0.082
H  3.985  2.475  2.445
H  3.495  3.109  0.089
H  2.585  0.877  3.692
H  1.494  2.187  -0.942
H  0.835  -0.294  2.707
H  -0.580  -3.381  -3.480
H  -0.099  -3.157  -1.606
H  -1.792  -3.302  -2.152
H  0.354  -1.715  -4.576
H  -0.120  -0.071  -4.031
H  1.180  -0.886  -3.519
H  -3.159  -0.627  2.269
H  -3.224  -1.295  0.679
H  -2.083  -1.773  1.857
H  -2.172  1.711  2.194
H  -1.343  2.268  0.685
H  -3.078  1.663  0.725

Calculated values
Net charge = +1
Energy relative to the best compared isomer or geometry (same formula, charge and spin) = 37.49 kcal/mol
E_LUMO (spin up / spin down) = -6.29 / -3.58 eV
HOMO energy (spin up / spin down) = -12.13 / -12.42 eV

In the natural (NBO) picture, each atom carries the following charge in e: C -0.17; C -0.20; C -0.19; C -0.16; C -0.20; C -0.46; C -0.48; C -0.51; C -0.42; C -0.40; N -0.25; N -0.64; F -0.55; P 1.72; H 0.24; H 0.25; H 0.24; H 0.23; H 0.24; H 0.20; H 0.24; H 0.23; H 0.21; H 0.23; H 0.24; H 0.23; H 0.23; H 0.23; H 0.22; H 0.23; H 0.22



# 2
Molecular formula: C46H55BrN4O7P2PdS2Te
Method: DFT, ωB97M-V/def2-TZVPD

Cartesian coordinates (Å):
Pd  0.067  0.337  -0.167
N  3.773  2.135  -1.312
C  2.640  1.692  -2.209
C  2.925  1.843  -3.686
P  2.274  -0.052  -1.681
O  3.640  -0.714  -2.238
O  1.041  -0.639  -2.275
O  2.309  -0.021  -0.166
P  1.199  2.681  -1.547
O  1.683  4.150  -2.064
O  -0.083  2.294  -2.172
O  1.398  2.608  -0.061
H  4.614  1.571  -1.442
H  3.381  1.997  -0.361
H  3.962  3.130  -1.440
H  3.826  1.295  -3.969
H  3.028  2.892  -3.966
H  2.088  1.422  -4.242
H  3.592  -1.674  -2.289
H  0.926  4.656  -2.378
S  -2.085  -1.690  0.557
C  -1.785  -3.322  0.371
N  -2.708  -4.269  0.406
C  -2.276  -5.665  0.465
C  -1.082  -5.867  -0.433
N  -0.024  -4.914  -0.101
C  1.360  -5.394  -0.071
C  1.596  -6.277  1.130
C  1.629  -5.715  2.405
C  1.826  -6.521  3.515
C  1.988  -7.893  3.360
C  1.961  -8.455  2.094
C  1.763  -7.648  0.980
C  -0.359  -3.673  0.210
S  0.742  -2.418  0.416
C  -4.135  -3.984  0.550
C  -4.892  -4.443  -0.672
C  -5.857  -5.437  -0.585
C  -6.530  -5.859  -1.726
C  -6.233  -5.293  -2.955
C  -5.258  -4.306  -3.048
C  -4.592  -3.881  -1.911
H  -3.100  -6.296  0.135
H  -2.016  -5.929  1.495
H  -1.384  -5.730  -1.476
H  -0.698  -6.877  -0.308
H  2.004  -4.518  -0.031
H  1.562  -5.939  -0.995
H  1.512  -4.643  2.521
H  1.867  -6.079  4.502
H  2.143  -8.522  4.226
H  2.101  -9.520  1.966
H  1.757  -8.088  -0.011
H  -4.239  -2.908  0.676
H  -4.508  -4.480  1.449
H  -6.091  -5.878  0.378
H  -7.286  -6.630  -1.650
H  -6.762  -5.616  -3.842
H  -5.024  -3.865  -4.008
H  -3.837  -3.103  -1.975
Br  0.518  0.350  6.496
C  0.289  0.487  4.618
C  -0.968  0.338  4.071
C  -1.121  0.369  2.686
C  -0.030  0.561  1.853
C  1.220  0.762  2.429
C  1.388  0.713  3.807
H  -1.830  0.181  4.706
H  -2.111  0.189  2.303
H  2.086  0.940  1.814
H  2.372  0.841  4.238
C  -1.999  -0.190  -2.590
C  -2.514  0.616  -1.429
O  -3.769  0.939  -1.457
N  -1.807  0.993  -0.422
Te  -3.585  1.854  0.679
C  -5.658  2.195  1.371
C  -6.070  3.427  1.866
C  -5.104  4.562  2.113
C  -7.428  3.587  2.139
C  -8.341  2.559  1.954
C  -9.805  2.754  2.243
C  -7.879  1.324  1.505
C  -6.538  1.117  1.224
C  -6.041  -0.222  0.741
C  -3.399  3.673  -0.368
C  -4.308  4.047  -1.366
C  -5.564  3.287  -1.715
C  -4.032  5.208  -2.086
C  -2.907  5.979  -1.844
C  -2.637  7.229  -2.636
C  -2.033  5.582  -0.837
C  -2.259  4.440  -0.087
C  -1.327  4.111  1.049
H  -2.847  -0.584  -3.146
H  -1.362  -0.999  -2.241
H  -1.402  0.464  -3.225
H  -4.136  4.173  2.433
H  -5.485  5.231  2.882
H  -4.949  5.142  1.202
H  -7.769  4.545  2.516
H  -10.004  3.747  2.643
H  -10.157  2.014  2.962
H  -10.389  2.626  1.330
H  -8.583  0.509  1.372
H  -6.843  -0.958  0.711
H  -5.254  -0.595  1.406
H  -5.616  -0.135  -0.264
H  -5.684  2.398  -1.111
H  -5.530  2.979  -2.760
H  -6.441  3.921  -1.576
H  -4.725  5.504  -2.866
H  -3.396  7.385  -3.400
H  -1.663  7.172  -3.126
H  -2.625  8.099  -1.978
H  -1.158  6.186  -0.619
H  -0.313  4.445  0.836
H  -1.270  3.038  1.240
H  -1.659  4.613  1.961

Calculated values
Net charge = +1
E_LUMO (spin up / spin down) = -3.70 / -4.85 eV
2S+1 = 2
HOMO energy (spin up / spin down) = -9.64 / -9.47 eV

Results of the Löwdin charge analysis, in e, for atoms 1 through 99: Pd 0.84; N 0.18; C -0.50; C -0.06; P 0.27; O -0.13; O -0.32; O -0.42; P 0.27; O -0.15; O -0.29; O -0.34; H 0.16; H 0.13; H 0.16; H 0.08; H 0.08; H 0.10; H 0.09; H 0.07; S 0.92; C -0.62; N -0.08; C -0.08; C -0.08; N -0.08; C -0.11; C -0.22; C -0.03; C -0.06; C -0.07; C -0.07; C -0.05; C -0.64; S 0.90; C -0.10; C -0.22; C -0.04; C -0.07; C -0.07; C -0.07; C -0.03; H 0.14; H 0.15; H 0.15; H 0.13; H 0.08; H 0.14; H 0.11; H 0.11; H 0.11; H 0.11; H 0.11; H 0.07; H 0.14; H 0.12; H 0.11; H 0.11; H 0.11; H 0.11; Br 0.73; C -0.70; C -0.13; C -0.20; C -0.25; C -0.11; C -0.12; H 0.10; H -0.02; H 0.07; H 0.10; C -0.02; C -0.76; O -0.16; N -0.26; Te 1.94; C -0.31; C -0.28; C -0.04; C 0.00; C -0.25; C -0.04; C -0.01; C -0.31; C -0.08; C -0.32; C -0.27; C -0.04; C 0.00; C -0.25; C -0.04; C -0.01; C -0.29; C -0.06; H 0.08; H 0.04; H 0.08; H 0.06; H 0.09



# 3
Molecular formula: C2H4INS
Method: DFT, ωB97M-V/def2-TZVPD

Cartesian coordinates (Å):
C  0.626  0.819  -0.216
C  1.414  -0.169  0.156
N  -1.517  -0.614  0.340
S  -1.501  -2.058  -0.120
I  -3.121  0.703  -0.031
H  0.534  1.723  0.365
H  0.073  0.801  -1.141
H  1.500  -1.077  -0.418
H  1.992  -0.129  1.064

Calculated values
Energy relative to the best compared isomer or geometry (same formula, charge and spin) = 67.02 kcal/mol
E_LUMO (spin up / spin down) = -1.66 / -1.67 eV
HOMO energy (spin up / spin down) = -8.55 / -8.55 eV

In the natural (NBO) picture, each atom carries the following charge in e: C -0.37; C -0.39; N -0.72; S 0.48; I 0.23; H 0.20; H 0.19; H 0.19; H 0.19



# 4
Molecular formula: C6H10O
Method: DFT, ωB97M-V/def2-TZVPD

Cartesian coordinates (Å):
C  1.816  -0.846  0.115
C  0.770  0.179  0.520
C  0.731  1.485  -0.365
C  -0.751  2.026  -0.440
C  -1.173  0.991  0.117
C  -0.717  -0.357  0.484
O  -0.977  -1.369  -0.455
H  1.644  -1.218  -0.901
H  2.814  -0.390  0.151
H  1.807  -1.710  0.786
H  0.940  0.495  1.556
H  1.032  1.278  -1.397
H  1.407  2.249  0.028
H  -3.404  -0.767  -0.227
H  -3.990  -0.328  -0.082
H  -1.052  -0.737  1.449
H  -0.898  -0.981  -1.338

Calculated values
Energy relative to the best compared isomer or geometry (same formula, charge and spin) = 119.13 kcal/mol
E_LUMO = 0.22 eV
HOMO energy = -9.45 eV

In the natural (NBO) picture, each atom carries the following charge in e: C -0.61; C -0.22; C -0.38; C -0.17; C 0.06; C 0.01; O -0.69; H 0.21; H 0.22; H 0.22; H 0.21; H 0.21; H 0.23; H 0.00; H 0.00; H 0.21; H 0.47



# 5
Molecular formula: C4H12
Method: DFT, ωB97M-V/def2-TZVPD

Cartesian coordinates (Å):
C  0.015  -0.331  -1.865
C  0.319  -1.767  -2.248
H  -0.981  -0.041  -2.206
H  0.144  -0.056  -0.819
H  0.685  0.363  -2.387
H  -0.221  -2.460  -1.606
H  -0.182  -1.941  -3.204
H  1.391  -1.935  -2.209
C  -0.573  1.396  1.563
C  0.280  0.600  2.579
H  -1.203  0.843  0.863
H  -1.260  2.024  2.122
H  0.102  1.982  0.938
H  1.161  1.207  2.774
H  0.639  -0.362  2.223
H  -0.315  0.479  3.481

Calculated values
SMILES string = CC.CC
Energy relative to the best compared isomer or geometry (same formula, charge and spin) = 7.27 kcal/mol
E_LUMO = 1.11 eV
HOMO energy = -11.56 eV

In the natural (NBO) picture, each atom carries the following charge in e: C -0.61; C -0.61; H 0.20; H 0.20; H 0.20; H 0.20; H 0.21; H 0.21; C -0.61; C -0.61; H 0.20; H 0.20; H 0.20; H 0.20; H 0.20; H 0.20



# 6
Molecular formula: C26H21BCl3N11O2STa
Method: DFT, ωB97M-V/def2-TZVPD

Cartesian coordinates (Å):
Ta  0.534  -0.642  0.382
N  4.028  -3.767  0.558
C  3.218  -2.870  0.029
S  2.805  -1.493  1.041
N  2.777  -3.094  -1.206
N  2.211  -2.140  -1.834
C  2.027  -1.927  -3.080
C  1.239  -0.811  -3.571
C  1.179  -0.578  -4.947
C  0.581  0.564  -5.439
C  0.065  1.507  -4.553
C  0.108  1.295  -3.184
C  0.654  0.126  -2.709
O  0.685  -0.122  -1.372
H  4.391  -3.635  1.488
H  4.388  -4.525  -0.005
H  2.539  -2.566  -3.800
H  1.626  -1.299  -5.624
H  0.536  0.737  -6.506
H  -0.375  2.421  -4.933
H  -0.279  2.024  -2.483
C  2.585  3.342  0.173
C  2.612  1.952  0.137
N  1.413  1.464  0.466
N  0.600  2.519  0.709
C  1.290  3.658  0.540
B  -0.855  2.319  1.249
N  -1.682  1.481  0.216
C  -2.591  1.823  -0.704
C  -3.100  0.669  -1.286
C  -2.433  -0.367  -0.668
N  -1.582  0.109  0.265
N  -0.723  1.410  2.500
C  -1.210  1.574  3.738
C  -0.566  0.698  4.590
C  0.306  -0.001  3.772
N  0.195  0.406  2.500
N  -1.432  3.665  1.556
C  -1.159  4.482  2.621
C  -1.777  5.675  2.395
C  -2.407  5.511  1.138
N  -2.189  4.314  0.626
H  3.392  4.027  -0.031
H  3.426  1.285  -0.107
H  0.817  4.619  0.686
H  -2.832  2.866  -0.850
H  -3.861  0.605  -2.048
H  -2.533  -1.433  -0.814
H  -1.982  2.300  3.940
H  -0.710  0.587  5.652
H  1.023  -0.760  4.050
H  -0.527  4.175  3.440
H  -1.773  6.547  3.030
H  -3.003  6.226  0.587
Cl  -1.917  -7.551  1.636
C  -1.399  -6.008  1.095
C  -1.068  -5.038  2.033
C  -0.644  -3.822  1.556
Cl  -0.191  -2.493  2.577
C  -0.556  -3.540  0.204
O  -0.116  -2.307  -0.159
C  -0.902  -4.516  -0.711
Cl  -0.822  -4.157  -2.397
C  -1.321  -5.755  -0.267
H  -1.148  -5.239  3.093
H  -1.587  -6.526  -0.979

Calculated values
Net charge = +2
Energy relative to the best compared isomer or geometry (same formula, charge and spin) = 43.60 kcal/mol
E_LUMO (spin up / spin down) = -7.01 / -8.26 eV
2S+1 = 2
HOMO energy (spin up / spin down) = -13.92 / -13.92 eV

In the natural (NBO) picture, each atom carries the following charge in e: Ta 2.21; N -0.69; C 0.34; S -0.13; N -0.22; N -0.11; C 0.15; C -0.18; C -0.12; C -0.20; C -0.13; C -0.26; C 0.39; O -0.72; H 0.44; H 0.44; H 0.24; H 0.24; H 0.25; H 0.24; H 0.24; C -0.31; C 0.01; N -0.42; N -0.33; C 0.03; B 0.93; N -0.33; C 0.06; C -0.31; C 0.02; N -0.44; N -0.33; C 0.04; C -0.31; C 0.00; N -0.40; N -0.42; C -0.05; C -0.32; C -0.02; N -0.30; H 0.26; H 0.23; H 0.26; H 0.29; H 0.26; H 0.24; H 0.26; H 0.26; H 0.24; H 0.23; H 0.25; H 0.23; Cl 0.10; C 0.00; C -0.26; C 0.02; Cl 0.13; C 0.16; O -0.72; C -0.03; Cl 0.06; C -0.23; H 0.27; H 0.27



# 7
Molecular formula: C19H16FN3O6
Method: DFT, ωB97M-V/def2-TZVPD

Cartesian coordinates (Å):
C  -0.762  -0.237  -2.018
C  -0.154  1.012  -2.642
C  1.309  1.241  -2.302
F  1.621  2.613  -2.536
C  1.686  0.904  -0.895
C  0.997  1.345  0.190
N  -0.134  2.085  0.208
C  1.501  0.993  1.558
O  1.331  1.736  2.499
C  2.196  -0.308  1.676
C  2.133  -1.029  2.850
C  2.744  -2.279  2.907
N  2.664  -3.035  4.102
C  3.447  -2.748  1.805
C  3.536  -2.008  0.627
N  4.187  -2.539  -0.482
C  2.881  -0.771  0.555
C  2.869  0.067  -0.673
O  3.808  0.024  -1.458
H  -0.021  -1.017  -1.818
H  -1.300  -0.006  -1.104
H  -1.519  -0.640  -2.678
H  -0.242  0.965  -3.725
H  -0.727  1.887  -2.345
H  1.949  0.672  -2.973
H  -0.358  2.614  -0.621
H  -0.300  2.587  1.067
H  1.601  -0.639  3.705
H  1.703  -3.079  4.417
H  2.944  -3.992  3.926
H  3.924  -3.720  1.845
H  4.845  -3.263  -0.236
H  4.623  -1.822  -1.048
C  -4.947  -0.313  -0.043
C  -5.446  0.698  0.799
C  -5.078  2.170  0.417
O  -5.550  3.094  1.099
C  -4.207  2.374  -0.682
C  -3.699  1.364  -1.507
C  -4.154  -0.097  -1.188
O  -3.743  -1.005  -1.937
O  -2.897  1.537  -2.452
O  -6.145  0.507  1.810
H  -5.189  -1.350  0.179
H  -3.926  3.407  -0.879

Calculated values
Net charge = -2
E_LUMO = 3.36 eV
HOMO energy = -0.12 eV

In the natural (NBO) picture, each atom carries the following charge in e: C -0.62; C -0.44; C 0.19; F -0.40; C -0.23; C 0.20; N -0.73; C 0.54; O -0.52; C -0.09; C -0.25; C 0.19; N -0.80; C -0.32; C 0.22; N -0.80; C -0.13; C 0.55; O -0.61; H 0.16; H 0.24; H 0.27; H 0.21; H 0.24; H 0.18; H 0.41; H 0.41; H 0.23; H 0.37; H 0.36; H 0.19; H 0.36; H 0.41; C -0.57; C 0.41; C 0.43; O -0.69; C -0.58; C 0.42; C 0.41; O -0.72; O -0.74; O -0.70; H 0.18; H 0.18



# 8
Molecular formula: C5H7NO
Method: DFT, ωB97M-V/def2-TZVPD

Cartesian coordinates (Å):
C  1.482  -1.068  -0.028
C  0.095  -0.568  -0.072
C  -1.051  -1.291  -0.083
O  -2.141  -0.515  -0.039
C  -1.726  0.784  0.005
C  -0.358  0.797  -0.078
N  0.546  1.871  -0.139
H  2.103  -0.570  -0.774
H  1.970  -1.035  0.959
H  1.457  -2.165  -0.305
H  -1.224  -2.372  0.035
H  -2.493  1.534  0.029
H  1.268  1.823  0.554
H  0.071  2.776  -0.064

Calculated values
SMILES string = Cc1cocc1N
Energy relative to the best compared isomer or geometry (same formula, charge and spin) = 21.48 kcal/mol
E_LUMO = 0.98 eV
HOMO energy = -8.08 eV

In the natural (NBO) picture, each atom carries the following charge in e: C -0.63; C -0.15; C 0.11; O -0.41; C 0.00; C 0.09; N -0.81; H 0.23; H 0.22; H 0.22; H 0.20; H 0.20; H 0.37; H 0.37



| no. | F_max (eV Å⁻¹) |
| --- | --- |
| 1 | 6.26 |
| 2 | 1.91 |
| 3 | 0.86 |
| 4 | 0.62 |
| 5 | 1.06 |
| 6 | 2.01 |
| 7 | 0.86 |
| 8 | 1.82 |